1.
Entry from the OMol25 dataset: a 16-piece molecular cluster, C72H187N11O27 overall (ωB97M-V with the def2-TZVPD basis set).

Summary:
* molar mass: 1639.34 g mol⁻¹
* gap between HOMO and LUMO: 8.342 eV
* LUMO: 0.293 eV

Last column: Mulliken charge in e.
CARTESIAN COORDINATES (ANGSTROEM)
C 0.2337 -12.5869 3.8907  -0.78
O 0.2126 -11.6996 5.0041  -0.28
C 0.4176 -10.3736 4.5922  -0.57
C 0.6360 -9.6717 5.9163  -0.80
N -0.7317 -9.3594 6.5256  -0.34
C -0.6361 -8.7880 7.8633  -0.57
C -2.1130 -8.6101 8.3091  -0.46
O -2.2245 -8.1871 9.7037  -0.30
C -3.5423 -7.8350 10.0475  -0.76
H 0.0517 -13.6207 4.1844  0.25
H 1.1638 -12.5419 3.3242  0.30
H -0.5390 -12.3285 3.1667  0.32
H -0.3194 -9.9006 3.9432  0.36
H 1.3571 -10.2117 4.0638  0.41
H 1.2511 -8.7907 5.7330  0.45
H 1.3815 -10.2550 6.4568  0.33
H -1.1253 -10.2895 6.5332  0.28
H -0.0380 -7.8797 7.7898  0.32
H -0.1770 -9.5893 8.4422  0.35
H -2.5675 -9.5845 8.1306  0.25
H -2.4734 -7.8441 7.6224  0.34
H -3.9572 -7.0709 9.3901  0.32
H -3.5259 -7.3826 11.0390  0.27
H -4.3463 -8.5709 10.0331  0.31
C 10.0303 -8.9823 -9.2316  -0.78
O 10.4612 -7.6171 -9.2181  -0.29
C 9.4784 -6.7313 -8.6694  -0.53
C 10.0116 -5.2621 -8.7817  -0.71
N 10.1071 -4.6633 -10.1129  -0.39
C 10.4990 -3.2483 -10.3128  -0.68
C 10.6142 -2.8622 -11.7632  -0.43
O 11.4408 -3.7744 -12.3439  -0.27
C 11.9895 -3.4061 -13.6257  -0.83
H 9.6993 -9.2865 -8.2386  0.31
H 10.8592 -9.6653 -9.4177  0.27
H 9.2042 -9.2449 -9.8924  0.30
H 9.4401 -6.9070 -7.5943  0.35
H 8.5362 -6.9565 -9.1689  0.37
H 11.0324 -5.3525 -8.4103  0.34
H 9.4625 -4.7355 -8.0012  0.40
H 10.7372 -5.2045 -10.6874  0.28
H 11.4769 -3.3285 -9.8382  0.40
H 9.7902 -2.5403 -9.8835  0.32
H 11.0981 -1.8864 -11.8034  0.36
H 9.6159 -2.9589 -12.1901  0.32
H 11.1836 -3.3836 -14.3593  0.32
H 12.6710 -4.1905 -13.9547  0.26
H 12.5388 -2.4766 -13.7754  0.30
C 1.3969 -0.7533 -10.1715  -0.61
O 0.8688 0.5223 -10.6777  -0.36
C -0.5726 0.5738 -10.8172  -0.50
C -1.3150 1.1044 -9.6002  -0.59
N -1.1086 0.4651 -8.3592  -0.27
C -2.0051 -0.5743 -8.0264  -0.64
C -3.3858 -0.0712 -7.5268  -0.64
O -4.1365 0.5914 -8.5153  -0.28
C -5.3298 1.2642 -7.9964  -0.76
H 1.0964 -0.8509 -9.1283  0.19
H 2.4854 -0.7151 -10.1277  0.27
H 1.1098 -1.6643 -10.6967  0.28
H -0.9057 -0.3897 -11.2032  0.29
H -0.8404 1.3222 -11.5630  0.35
H -2.3607 1.2882 -9.8469  0.28
H -0.9834 2.0788 -9.2415  0.35
H -0.1947 0.2717 -7.9753  0.27
H -1.5988 -1.1874 -7.2218  0.48
H -2.1706 -1.3057 -8.8175  0.28
H -3.2676 0.5485 -6.6379  0.37
H -3.9009 -0.9551 -7.1508  0.36
H -5.0033 1.9536 -7.2179  0.35
H -6.1102 0.5851 -7.6530  0.27
H -5.7064 1.9037 -8.7948  0.25
C 4.6937 12.6895 -6.1539  -0.72
O 4.3024 11.4787 -6.8627  -0.32
C 4.5247 10.2845 -6.0649  -0.62
C 4.0963 9.0559 -6.8746  -0.69
N 4.8588 8.8246 -8.0895  -0.31
C 4.2590 7.8878 -9.0629  -0.81
C 5.2724 7.7885 -10.2959  -0.51
O 5.4071 9.0924 -10.7118  -0.33
C 6.2990 9.4303 -11.7900  -0.79
H 5.7784 12.7105 -6.2597  0.30
H 4.2637 12.6798 -5.1523  0.29
H 4.3025 13.6027 -6.6024  0.24
H 4.0963 10.2665 -5.0628  0.47
H 5.5859 10.2629 -5.8168  0.35
H 3.0671 9.2007 -7.2030  0.35
H 4.0996 8.1675 -6.2431  0.40
H 4.8640 9.6320 -8.6962  0.29
H 3.2995 8.2546 -9.4277  0.36
H 3.9621 6.9054 -8.6957  0.50
H 4.9308 7.0540 -11.0253  0.42
H 6.2269 7.5714 -9.8165  0.30
H 6.4710 8.6067 -12.4829  0.30
H 7.2880 9.7452 -11.4573  0.30
H 5.9585 10.3245 -12.3120  0.25
C 11.8405 7.1038 4.2517  -0.84
O 10.8462 7.9026 3.5246  -0.35
C 10.0279 8.5453 4.4953  -0.47
C 8.7385 8.9910 3.8292  -0.68
N 8.1187 7.9723 3.0776  -0.22
C 6.9912 8.2752 2.1605  -0.59
C 6.3355 7.0172 1.6150  -0.49
O 5.0163 7.4156 1.3888  -0.30
C 4.0604 6.3268 1.3065  -0.71
H 12.5879 7.7500 4.7120  0.33
H 12.4485 6.5269 3.5549  0.29
H 11.5764 6.3032 4.9427  0.35
H 10.6963 9.2781 4.9473  0.37
H 9.8205 7.7447 5.2054  0.31
H 8.8867 9.8983 3.2436  0.33
H 7.9530 9.3028 4.5177  0.37
H 8.8329 7.3544 2.7194  0.23
H 7.1965 9.0244 1.3959  0.29
H 6.2415 8.7444 2.7977  0.28
H 6.4074 6.0859 2.1767  0.36
H 6.8167 6.7048 0.6882  0.32
H 4.2179 5.5754 2.0802  0.30
H 4.2964 5.8425 0.3590  0.31
H 3.0878 6.8185 1.2862  0.23
C -14.1974 7.5095 7.1191  -0.82
O -13.0791 8.2762 6.7956  -0.27
C -13.4579 9.5164 6.2528  -0.70
C -12.2412 10.0762 5.5199  -0.64
N -12.1902 9.6944 4.1127  -0.44
C -12.0513 8.2826 3.8337  -0.46
C -10.6334 7.7474 4.2443  -0.56
O -9.6671 8.3188 3.4117  -0.33
C -8.6650 7.3553 2.8766  -0.79
H -14.7098 6.9245 6.3553  0.30
H -14.9062 8.1167 7.6822  0.33
H -13.9382 6.8176 7.9204  0.28
H -13.7339 10.2025 7.0535  0.49
H -14.3042 9.5018 5.5659  0.38
H -11.4050 9.7217 6.1225  0.30
H -12.1750 11.1583 5.6331  0.46
H -11.3864 10.1601 3.7163  0.29
H -12.1752 8.0721 2.7714  0.32
H -12.7779 7.7488 4.4462  0.18
H -10.6829 6.6608 4.3144  0.42
H -10.3745 7.8949 5.2928  0.36
H -8.1631 7.8819 2.0649  0.27
H -8.9604 6.4459 2.3532  0.32
H -7.9417 7.1514 3.6661  0.30
C -14.0689 0.4532 6.1084  -0.79
O -15.1835 -0.1526 5.4543  -0.28
C -14.8729 -0.3634 4.1008  -0.60
C -16.0722 -0.9860 3.3064  -0.48
N -17.1789 0.0398 3.2992  -0.34
C -18.3646 -0.2609 2.3671  -0.96
C -18.8907 -1.6142 2.5589  -0.35
O -19.0421 -1.8609 3.9787  -0.29
C -19.7464 -2.9716 4.3430  -0.79
H -13.1781 -0.1604 5.9735  0.32
H -14.1701 0.3425 7.1881  0.27
H -13.9344 1.5082 5.8697  0.30
H -14.0786 -1.0623 3.8387  0.37
H -14.6200 0.5690 3.5960  0.33
H -16.4758 -1.8655 3.8079  0.28
H -15.7736 -1.3903 2.3392  0.37
H -17.3700 0.3953 4.2251  0.29
H -18.1171 0.0753 1.3602  0.31
H -19.2173 0.3538 2.6556  0.39
H -18.2652 -2.2813 1.9658  0.28
H -19.9294 -1.6831 2.2357  0.49
H -19.6555 -3.1255 5.4183  0.25
H -19.3688 -3.8595 3.8360  0.33
H -20.8076 -2.9093 4.1022  0.30
C 4.0139 -0.6075 6.9238  -0.71
O 5.2763 0.0564 6.8043  -0.31
C 5.7420 0.2346 5.4632  -0.66
C 7.3199 0.3676 5.5674  -0.65
N 7.9173 -0.7442 6.2673  -0.44
C 9.2451 -0.3033 6.6804  -0.71
C 10.3041 0.0211 5.6396  -0.56
O 11.6370 -0.0413 6.1064  -0.35
C 12.6465 0.2941 5.2064  -0.67
H 3.2801 0.1522 6.6547  0.28
H 3.8229 -0.9606 7.9372  0.24
H 3.9224 -1.4386 6.2246  0.30
H 5.2126 1.1310 5.1400  0.39
H 5.4851 -0.6075 4.8206  0.41
H 7.5117 1.2730 6.1433  0.40
H 7.7998 0.5293 4.6022  0.33
H 7.4800 -0.7394 7.1777  0.28
H 9.6563 -0.9284 7.4730  0.49
H 9.0608 0.5292 7.3595  0.45
H 10.0880 0.9853 5.1796  0.32
H 10.2881 -0.6585 4.7875  0.36
H 13.6029 0.4309 5.7110  0.24
H 12.3439 1.2506 4.7802  0.29
H 12.7910 -0.5180 4.4938  0.28
C -3.7328 0.3831 16.2672  -0.81
O -3.9157 1.3993 15.3094  -0.33
C -4.0698 0.9779 14.0002  -0.54
C -4.4207 2.3260 13.1868  -0.73
N -3.5763 3.4583 13.3176  -0.29
C -4.0049 4.6381 12.5437  -0.78
C -3.4378 4.5965 11.0610  -0.38
O -2.0624 5.0592 10.9037  -0.31
C -1.6664 5.2970 9.6135  -0.71
H -3.2165 0.9111 17.0689  0.27
H -3.2180 -0.5347 15.9831  0.32
H -4.6088 0.0960 16.8489  0.29
H -4.8510 0.2237 13.9055  0.34
H -3.0678 0.5916 13.8138  0.41
H -5.3740 2.6408 13.6114  0.35
H -4.6392 2.0569 12.1534  0.37
H -3.4908 3.6741 14.3006  0.24
H -3.5497 5.5070 13.0188  0.39
H -5.0850 4.7351 12.6540  0.43
H -4.1562 5.1995 10.5057  0.35
H -3.4971 3.5596 10.7303  0.29
H -2.2251 6.1234 9.1743  0.30
H -1.8364 4.3957 9.0245  0.29
H -0.6459 5.6734 9.5419  0.26
C -1.5864 -7.7177 -14.1274  -0.90
O -1.6419 -8.2811 -12.8198  -0.34
C -1.1698 -9.5636 -12.6099  -0.41
C -1.5003 -9.9989 -11.1596  -0.80
N -1.1287 -8.9672 -10.1645  -0.38
C 0.3320 -8.9149 -9.9486  -0.38
C 0.6620 -7.8703 -8.7969  -0.65
O 1.5351 -8.4626 -7.8500  -0.37
C 0.8678 -9.1842 -6.8015  -0.65
H -1.8986 -8.2794 -15.0077  0.32
H -0.7128 -7.1147 -14.3749  0.33
H -2.2618 -6.8728 -14.2622  0.31
H -0.0879 -9.5369 -12.7393  0.30
H -1.4586 -10.3398 -13.3186  0.45
H -1.1104 -10.9899 -10.9272  0.37
H -2.5534 -10.2607 -11.0571  0.32
H -1.3665 -8.1803 -10.7514  0.37
H 0.9659 -8.7418 -10.8183  0.23
H 0.6016 -9.9046 -9.5799  0.37
H -0.1002 -7.2036 -8.3938  0.37
H 1.2339 -7.0514 -9.2333  0.35
H 0.1800 -9.9603 -7.1374  0.29
H 0.4090 -8.4603 -6.1279  0.27
H 1.6687 -9.6678 -6.2422  0.23
C 3.0706 0.3072 -3.4897  -0.75
O 2.0154 -0.5407 -3.0417  -0.27
C 2.2025 -0.9656 -1.6553  -0.74
C 0.8698 -1.2453 -0.9189  -0.49
N -0.0382 -0.1106 -1.0707  -0.31
C -1.3440 -0.2440 -0.3758  -0.56
C -1.1150 -0.3123 1.1823  -0.43
O -2.3068 -0.1871 1.9675  -0.37
C -2.7774 -1.5601 2.3957  -0.73
H 3.3812 0.9679 -2.6803  0.30
H 2.9412 0.9558 -4.3561  0.27
H 3.9793 -0.2351 -3.7512  0.31
H 2.4967 -0.0721 -1.1046  0.37
H 2.9302 -1.7769 -1.6748  0.36
H 1.0727 -1.4919 0.1233  0.36
H 0.3517 -2.0905 -1.3720  0.36
H -0.2563 0.1505 -2.0217  0.22
H -1.9875 -1.0335 -0.7640  0.29
H -1.7769 0.7422 -0.5438  0.34
H -0.4231 0.4336 1.5733  0.32
H -0.6348 -1.2730 1.3684  0.29
H -3.3244 -2.0575 1.5948  0.28
H -3.5652 -1.5708 3.1489  0.31
H -2.0201 -2.2142 2.8276  0.30
O -5.5445 -5.5985 -0.9383  -0.64
H -5.9256 -6.4104 -1.2729  0.32
H -5.6937 -5.6349 0.0065  0.32
O 8.3356 6.0148 -5.0402  -0.64
H 8.8729 6.7809 -4.8387  0.32
H 7.7273 6.3188 -5.7139  0.32
C -9.3170 -6.9711 6.6175  -1.06
C -10.6701 -6.8210 7.2531  -0.16
O -10.2565 -6.7644 8.5905  -0.50
H -8.5485 -6.3078 7.0146  0.28
H -9.3598 -6.8288 5.5377  0.35
H -9.0588 -8.0247 6.7238  0.27
H -11.5057 -7.4851 7.0324  0.32
H -10.9800 -5.8046 7.0101  0.22
H -11.0185 -6.4799 9.1004  0.29
C 6.7520 -6.7630 1.0051  -1.16
C 6.7016 -5.8569 2.1625  -0.10
O 7.5686 -6.2664 3.0878  -0.50
H 7.6962 -6.6389 0.4748  0.28
H 5.8791 -6.7151 0.3540  0.35
H 6.7308 -7.8344 1.2045  0.32
H 5.6882 -5.8934 2.5624  0.25
H 6.8590 -4.8418 1.7978  0.25
H 7.5386 -5.5926 3.7709  0.31
C 12.1241 3.1838 -1.8971  -0.84
C 12.7063 3.5318 -3.2408  -0.35
O 12.0069 2.7984 -4.1947  -0.49
H 12.3233 2.1333 -1.6850  0.24
H 11.0640 3.4017 -1.7678  0.31
H 12.6862 3.7649 -1.1660  0.29
H 13.7366 3.1768 -3.2635  0.26
H 12.8111 4.5978 -3.4426  0.28
H 11.1724 3.2667 -4.2724  0.31

Cartesian forces (eV/Å) of the 3 atoms listed first:
C -0.40 -0.02 -0.27
O -0.31 -1.07 -1.51
C 1.34 0.75 1.26


2.
Entry from the OMol25 dataset: C28H50BN3O2PReS2 as an isolated structure (ωB97M-V with the def2-TZVPD basis set).

Summary:
* molar mass: 752.85 g mol⁻¹
* ΔE to the lowest compared entry with this formula, charge and spin: 0.538 eV
* ⟨S²⟩: 0.756
* gap between HOMO and LUMO (alpha / beta): 6.289 / 6.063 eV
* net charge: +3
* 2S+1: 2
* LUMO (alpha / beta): -10.331 / -10.558 eV

Last column: Mulliken charge in e.
CARTESIAN COORDINATES (ANGSTROEM)
Re 1.4394 -0.8049 0.5095  1.58
N 0.3819 -0.7263 4.0387  -0.10
C 0.0384 -1.8680 3.4902  0.63
S 0.2567 -2.2523 1.7542  -0.38
N -0.5096 -2.8412 4.1798  -0.02
C -0.8150 -2.7113 5.5983  -0.36
C -2.1284 -2.5327 5.9973  -0.29
C -2.3875 -2.4292 7.3582  -0.61
C -1.3487 -2.5012 8.2753  -0.47
C -0.0359 -2.6845 7.8522  -0.59
C 0.2395 -2.7988 6.4994  0.07
H 0.8198 -0.0028 3.4910  0.09
H 0.2282 -0.5991 5.0346  0.28
H -0.7714 -3.6903 3.6931  0.28
H -2.9298 -2.4851 5.2717  0.46
H -3.4048 -2.2998 7.7005  0.40
H -1.5639 -2.4260 9.3324  0.42
H 0.7631 -2.7604 8.5763  0.42
H 1.2416 -2.9814 6.1270  0.46
C 4.3484 1.2450 2.7140  -0.98
S 3.0755 1.5595 1.5170  0.66
C 2.4117 3.1072 2.0706  -0.84
O 1.9030 0.5391 1.9196  -0.98
H 3.9406 1.3147 3.7213  0.37
H 5.1210 1.9998 2.5520  0.47
H 4.7659 0.2592 2.5131  0.27
H 3.2007 3.8509 1.9441  0.50
H 2.1177 3.0323 3.1166  0.39
H 1.5655 3.3546 1.4319  0.12
B 5.7574 -2.1860 0.6360  0.17
C 4.3533 -1.7858 0.4137  0.28
N 3.2335 -1.3937 0.3265  -0.75
H 5.4720 -2.9778 1.5439  0.08
H 6.2422 -2.7591 -0.2934  0.01
H 6.3166 -1.2259 1.1102  -0.03
O 0.6294 0.4681 -0.6003  -0.05
P -0.3944 0.6245 -1.8906  -0.34
C -0.2316 -0.9485 -2.7677  0.13
C 1.2694 -1.3737 -2.8952  -0.74
C 1.7574 -1.3545 -4.3442  -1.11
C 0.9351 -2.2974 -5.2256  -0.69
C -0.5551 -2.2842 -4.8481  -1.04
C -0.9446 -0.9866 -4.1409  -0.53
C 0.3439 1.9683 -2.8594  0.71
C -0.6636 2.7250 -3.7635  -1.34
C -1.4755 3.7895 -3.0273  -0.18
C -0.5857 4.7358 -2.2280  -1.36
C 0.3263 3.9702 -1.2724  -0.20
C 1.1810 2.9637 -2.0366  -1.03
C -2.0197 0.8789 -1.1564  0.51
C -2.2658 -0.0746 0.0284  -0.81
C -3.7461 -0.0284 0.4034  -1.02
C -4.6301 -0.5965 -0.7224  -0.89
C -3.9452 -0.4931 -2.0879  -1.02
C -3.1672 0.8135 -2.2103  -1.00
H -0.7506 -1.6641 -2.1144  0.72
H 1.3700 -2.3939 -2.5085  0.46
H 1.9283 -0.7412 -2.2892  0.32
H 2.8117 -1.6282 -4.3761  0.56
H 1.7008 -0.3334 -4.7312  0.19
H 1.3236 -3.3131 -5.1444  0.34
H 1.0628 -2.0028 -6.2670  0.39
H -0.7892 -3.1214 -4.1838  0.35
H -1.1740 -2.4188 -5.7336  0.45
H -2.0229 -0.9374 -4.0074  0.43
H -0.6491 -0.1300 -4.7528  0.13
H 1.0238 1.4074 -3.5120  0.15
H -1.3169 2.0342 -4.2978  0.30
H -0.0575 3.2124 -4.5315  0.62
H -2.2067 3.3264 -2.3603  -0.05
H -2.0559 4.3502 -3.7601  0.49
H -1.1975 5.4519 -1.6799  0.48
H 0.0370 5.3166 -2.9140  0.37
H -0.2753 3.4593 -0.5067  0.14
H 0.9783 4.6720 -0.7479  0.50
H 1.8772 2.4342 -1.3826  0.15
H 1.7957 3.5048 -2.7609  0.68
H -1.9655 1.8944 -0.7513  0.88
H -1.6424 0.2275 0.8688  0.16
H -1.9861 -1.1043 -0.2249  0.35
H -4.0139 1.0114 0.6103  0.39
H -3.9123 -0.5745 1.3316  0.43
H -5.5736 -0.0512 -0.7466  0.36
H -4.8811 -1.6379 -0.5213  0.35
H -4.6859 -0.5495 -2.8850  0.59
H -3.2717 -1.3435 -2.2386  0.22
H -3.8386 1.6537 -2.0262  0.54
H -2.7984 0.9503 -3.2259  0.55

Cartesian forces (eV/Å) of the 3 atoms listed first:
Re 0.11 0.18 -0.12
N -0.04 0.00 0.01
C -0.01 -0.27 0.02


3.
Entry from the OMol25 dataset: one molecule with the formula C4H9N (ωB97M-V with the def2-TZVPD basis set).

Summary:
* molar mass: 71.12 g mol⁻¹
* ΔE to the lowest compared entry with this formula, charge and spin: 1.678 eV
* gap between HOMO and LUMO: 10.293 eV
* structure (SMILES): C=C[C@H](C)N
* LUMO: 1.159 eV

Last column: Mulliken charge in e.
CARTESIAN COORDINATES (ANGSTROEM)
C -0.6806 -1.9403 0.8039  -0.69
C -0.5835 -0.5654 0.6762  -0.25
C 0.2279 0.1658 -0.3704  0.37
C 1.4832 0.8925 0.1022  -1.04
N -0.5610 1.1722 -1.1133  -0.71
H -1.2105 -2.4914 1.6732  0.23
H -0.3623 -2.5473 -0.0480  0.24
H -0.8222 0.0246 1.5658  0.22
H 0.5590 -0.5936 -1.0240  0.30
H 1.3058 1.4184 1.0542  0.31
H 2.4156 0.0420 0.0159  0.25
H 1.6602 1.6904 -0.7636  0.27
H -1.4982 0.8364 -1.2778  0.26
H -0.8025 2.0993 -0.6738  0.24

Cartesian forces (eV/Å) of the 3 atoms listed first:
C -0.93 1.80 0.09
C 1.03 -2.38 1.87
C -1.12 1.14 0.70


- What is the formula in the first record?
  C72H187N11O27


- Which of these has the highest molar mass?
  C72H187N11O27